The following is a quantum chemistry calculation of C3H7NO in the gas phase, from the Open Molecules 2025 dataset.

Last column: natural (NBO) charge in e.
Element x y z (Å)
C  1.21  0.34  0.02  -0.6377
C  -0.15  -0.38  -0.20  -0.1659
N  -0.72  -0.86  1.04  -0.8484
C  -1.08  0.57  -0.92  0.4426
O  -1.51  0.36  -2.02  -0.5112
H  1.64  0.15  1.01  0.2168
H  1.14  1.44  -0.05  0.2054
H  2.04  0.13  -0.66  0.2214
H  0.09  -1.18  -0.89  0.2157
H  -0.75  -0.21  1.81  0.3730
H  -0.43  -1.80  1.24  0.3821
H  -1.48  1.44  -0.38  0.1061

Calculated values
**Lowest unoccupied orbital energy**: 1.0 eV
**Gap between HOMO and LUMO**: 10.25 eV
**Molecular weight**: 73.09 g mol⁻¹
**ΔE to the lowest compared entry with this formula, charge and spin**: 144.2 kJ/mol
**HOMO**: -9.22 eV
**Energy**: -248.47155 Eh
**SMILES string**: C[C@@H](N)C=O

=====

The following is a quantum chemistry calculation of a molecular structure, C12H27HgN3NbO4S, from the Open Molecules 2025 dataset.

Last column: natural (NBO) charge in e.
Element x y z (Å)
N  1.96  -0.74  -0.09  -0.8588
C  3.19  -0.91  0.18  0.7457
O  4.09  -0.98  0.96  -0.4065
Hg  4.38  -0.42  -1.57  0.4449
Nb  0.17  -0.07  -0.32  2.1337
N  -0.82  -1.63  -1.08  -0.3349
N  -0.15  1.81  -1.13  -0.5928
C  -0.45  -3.06  -1.17  0.0900
C  0.31  3.14  -0.62  0.1087
C  0.73  -3.20  -2.14  -0.6066
C  -1.55  -4.01  -1.64  -0.6398
C  0.02  -3.52  0.21  -0.6077
C  0.30  4.22  -1.73  -0.6329
C  -0.67  3.63  0.46  -0.6213
C  1.70  3.05  -0.05  -0.6410
H  0.40  -2.96  -3.17  0.2364
H  1.10  -4.25  -2.12  0.2658
H  1.56  -2.52  -1.85  0.2180
H  -2.38  -4.04  -0.93  0.2308
H  -1.15  -5.04  -1.71  0.2708
H  -1.92  -3.74  -2.64  0.2364
H  0.89  -2.94  0.58  0.2478
H  0.31  -4.58  0.15  0.2729
H  -0.80  -3.39  0.93  0.2284
H  0.86  3.90  -2.62  0.2258
H  0.79  5.12  -1.33  0.2510
H  -0.72  4.51  -2.04  0.2237
H  -1.67  3.81  0.06  0.2181
H  -0.28  4.56  0.88  0.2511
H  -0.74  2.90  1.27  0.2085
H  1.72  2.50  0.89  0.2336
H  2.09  4.06  0.15  0.2568
H  2.36  2.57  -0.77  0.2120
C  -1.34  1.92  -1.98  -0.4512
H  -1.62  0.94  -2.40  0.1943
H  -2.17  2.35  -1.49  0.2289
H  -1.11  2.58  -2.88  0.2629
C  -2.28  -1.36  -1.17  -0.4945
H  -2.88  -2.04  -0.49  0.2935
H  -2.48  -0.32  -0.82  0.2273
H  -2.67  -1.47  -2.19  0.2949
C  0.61  -0.04  4.15  -0.8651
S  1.36  -0.33  2.57  2.3327
O  2.31  0.72  2.27  -0.8942
O  1.66  -1.72  2.40  -0.8940
O  0.00  0.02  1.65  -0.9355
H  1.30  -0.31  4.95  0.2916
H  -0.29  -0.67  4.19  0.2679
H  0.36  1.03  4.19  0.2723

Calculated values
**Lowest unoccupied orbital energy (alpha / beta)**: -8.7 / -11.0 eV
**Gap between HOMO and LUMO (alpha / beta)**: 6.66 / 4.31 eV
**Molecular weight**: 602.93 g mol⁻¹
**HOMO (alpha / beta)**: -15.34 / -15.31 eV
**Net charge**: +2
**Multiplicity**: 2
**Energy**: -1546.57849 Eh

=====

The following is a quantum chemistry calculation of a gas-phase ion, C4H10N3O3S (charge +1), from the Open Molecules 2025 dataset.

Last column: natural (NBO) charge in e.
Element x y z (Å)
C  -3.41  0.51  -1.45  -0.3687
C  -2.27  0.92  -0.85  -0.0543
N  -1.08  0.16  -0.88  -0.5616
C  0.00  0.23  -0.12  0.0019
C  0.14  1.01  1.11  -0.2269
N  1.31  1.19  1.85  -0.7247
S  1.51  -0.54  -0.76  2.1837
O  1.35  -0.75  -2.21  -0.8691
O  2.70  0.06  -0.14  -0.9060
N  1.43  -2.13  -0.15  -0.5679
O  1.96  -2.29  1.09  -0.5345
H  -4.35  1.05  -1.56  0.2453
H  -3.28  -0.38  -2.06  0.1986
H  -2.22  1.95  -0.35  0.2202
H  -1.00  -0.41  -1.69  0.4358
H  -0.78  1.27  1.54  0.2317
H  1.75  2.14  1.61  0.4506
H  2.06  0.47  1.51  0.4949
H  1.05  1.17  2.89  0.4602
H  1.72  -2.72  -0.91  0.4005
H  1.39  -2.91  1.53  0.4903

Calculated values
**Lowest unoccupied orbital energy**: -3.8 eV
**Gap between HOMO and LUMO**: 8.56 eV
**Molecular weight**: 180.21 g mol⁻¹
**ΔE to the lowest compared entry with this formula, charge and spin**: 332.6 kJ/mol
**HOMO**: -12.39 eV
**Net charge**: +1
**Energy**: -946.17944 Eh
**SMILES string**: C=CN/C(=C/[NH3+])S(=O)(=O)NO

=====

The following is a quantum chemistry calculation of a molecular structure, C32H51EuN4O2P2, from the Open Molecules 2025 dataset.

Last column: Mulliken charge in e.
Element x y z (Å)
C  -1.79  -1.39  -1.67  -0.5084
C  0.55  -1.65  -1.47  0.2226
C  -1.84  -2.34  -2.71  -0.8108
C  0.49  -2.76  -2.33  -1.0536
C  -0.70  -3.08  -2.98  -1.0414
H  -2.78  -2.41  -3.25  0.5194
H  1.42  -3.24  -2.64  0.5163
H  -0.75  -3.90  -3.72  0.4053
N  -0.65  -1.25  -0.91  1.1164
P  -2.87  0.11  0.40  0.5062
P  2.95  -0.41  -0.18  -0.2393
C  -2.90  -0.38  -1.46  -0.8010
H  -2.66  0.54  -2.02  0.4172
H  -3.88  -0.70  -1.84  0.6585
C  0.88  2.49  2.66  0.1986
O  1.12  3.62  2.78  -0.2262
C  1.81  -0.77  -1.56  0.4195
H  2.50  -1.30  -2.28  0.4127
C  4.39  0.22  -1.28  2.1622
C  3.51  -1.33  1.48  2.0291
C  -3.72  1.76  0.31  1.9852
C  -3.87  -1.34  1.19  2.0985
C  4.42  1.75  -0.99  -1.3614
H  4.61  1.97  0.08  0.2824
H  5.22  2.24  -1.58  0.4543
H  3.45  2.20  -1.25  0.1906
C  5.72  -0.49  -0.98  -1.8291
H  6.06  -0.37  0.06  0.2982
H  5.63  -1.57  -1.20  0.3925
H  6.52  -0.10  -1.64  0.4595
C  4.15  -0.02  -2.80  -2.0983
H  4.94  0.46  -3.39  0.6171
H  4.17  -1.08  -3.09  0.3850
H  3.20  0.39  -3.14  0.4948
C  4.47  -0.37  2.20  -1.5066
H  3.96  0.57  2.46  0.1882
H  4.83  -0.85  3.12  0.4954
H  5.35  -0.12  1.58  0.2261
C  2.29  -1.62  2.38  -1.7317
H  1.94  -0.70  2.90  0.0485
H  1.47  -2.15  1.84  0.2450
H  2.61  -2.31  3.17  0.6848
C  4.21  -2.66  1.12  -1.7394
H  5.16  -2.50  0.60  0.3138
H  4.43  -3.18  2.07  0.5626
H  3.55  -3.30  0.51  0.2886
C  -4.46  -0.85  2.51  -1.7694
H  -4.93  -1.71  3.01  0.5355
H  -3.69  -0.46  3.19  0.1581
H  -5.24  -0.09  2.38  0.3014
C  -2.89  -2.50  1.43  -1.4424
H  -2.39  -2.83  0.52  0.2497
H  -2.13  -2.26  2.19  0.0643
H  -3.47  -3.35  1.81  0.5666
C  -4.96  -1.79  0.22  -1.7872
H  -5.60  -2.52  0.74  0.5364
H  -5.60  -0.97  -0.11  0.2522
H  -4.54  -2.29  -0.65  0.3604
C  -2.92  2.67  -0.65  -2.0030
H  -3.10  2.40  -1.70  0.3874
H  -3.28  3.70  -0.52  0.5887
H  -1.84  2.66  -0.45  0.3222
C  -3.73  2.41  1.71  -1.6777
H  -2.72  2.56  2.11  0.2157
H  -4.20  3.40  1.60  0.5439
H  -4.32  1.85  2.44  0.3116
C  -5.15  1.58  -0.20  -1.7916
H  -5.17  1.12  -1.20  0.2716
H  -5.77  1.00  0.48  0.2886
H  -5.59  2.58  -0.29  0.5554
Eu  -0.02  -0.18  1.40  0.4525
N  1.03  1.27  -0.20  -0.4281
C  1.44  0.66  -1.27  -0.2547
C  1.18  1.36  -2.62  0.6118
C  0.95  2.73  -2.53  -0.4934
C  0.95  0.75  -3.89  -0.0368
C  0.67  3.51  -3.67  -0.8888
H  0.94  3.24  -1.57  0.3672
C  0.73  1.52  -5.04  -0.8388
H  0.95  -0.32  -3.93  0.3625
C  0.62  2.92  -4.95  -0.6145
H  0.49  4.61  -3.62  0.3659
H  0.64  1.03  -6.00  0.4244
H  0.49  3.50  -5.85  0.4175
N  -0.21  1.00  5.34  -0.2833
C  -0.85  -0.06  4.84  0.5588
N  -1.50  -0.84  5.73  -0.3896
O  -0.86  -0.35  3.60  -0.4045
H  -0.29  1.23  6.30  0.1994
H  0.24  1.67  4.67  0.0654
H  -1.98  -1.68  5.42  0.2468
H  -1.48  -0.59  6.71  0.1740

Calculated values
**Lowest unoccupied orbital energy (alpha / beta)**: -2.3 / -2.4 eV
**Gap between HOMO and LUMO (alpha / beta)**: 4.54 / 5.47 eV
**Molecular weight**: 737.70 g mol⁻¹
**HOMO (alpha / beta)**: -6.89 / -7.85 eV
**Net charge**: +1
**Multiplicity**: 8
**Energy**: -3012.05878 Eh

=====

Among the records above, which one has the lowest energy? C32H51EuN4O2P2